[1]
Entry from the Open Molecules 2025 dataset: 16 unconnected molecules or ions with the total composition C39H93F6N3O24S11 at a distorted geometry (ωB97M-V with the def2-TZVPD basis set).

Structure (XYZ):
```
176
Properties=species:S:1:pos:R:3:mulliken_charge:R:1
O 1.904 -5.225 -1.405 -0.4016
C 1.328 -6.461 -1.389 0.5777
O 0.063 -6.622 -1.253 -0.7431
O 1.991 -7.484 -1.370 -0.7180
H 1.138 -4.713 -1.134 0.2837
C -2.840 -1.079 -2.648 0.6093
F -3.655 -0.606 -1.629 -0.2386
F -3.067 -2.398 -2.881 -0.1982
F -3.058 -0.331 -3.740 -0.2132
S -1.067 -0.720 -2.126 0.9360
O -0.250 -1.337 -3.192 -0.6293
O -1.088 0.767 -2.089 -0.5951
N -0.911 -1.549 -0.618 -0.3536
S -0.618 -0.356 0.372 1.0820
O 0.481 0.539 -0.020 -0.6552
O -1.764 0.342 0.977 -0.6755
C 0.110 -1.383 1.765 0.6109
F -0.779 -2.124 2.463 -0.2371
F 1.056 -2.158 1.328 -0.2153
F 0.681 -0.584 2.610 -0.2290
C 0.455 4.466 6.887 -0.8527
S 0.103 4.763 8.700 0.4730
O 1.398 4.469 9.460 -0.6152
C -0.320 6.561 8.683 -0.8705
H 1.406 4.926 6.615 0.2905
H -0.472 4.850 6.462 0.2860
H 0.618 3.459 6.503 0.3426
H 0.311 7.256 8.127 0.3168
H -0.430 6.798 9.741 0.2940
H -1.311 6.538 8.230 0.3354
C -6.956 -0.238 6.589 -0.9111
S -6.707 -1.025 4.963 0.4965
O -7.648 -2.250 4.833 -0.6213
C -7.289 0.348 3.850 -0.8385
H -6.604 -0.862 7.410 0.3091
H -8.041 -0.200 6.679 0.2920
H -6.475 0.723 6.774 0.3399
H -6.596 1.172 4.022 0.3241
H -8.283 0.536 4.254 0.2970
H -7.277 -0.085 2.849 0.3138
C 1.743 -7.853 -8.063 -0.9719
S 1.387 -6.129 -7.326 0.5620
O 1.515 -5.042 -8.337 -0.6297
C -0.422 -6.537 -7.191 -0.9788
H 2.010 -8.483 -7.214 0.3488
H 2.610 -7.867 -8.723 0.3265
H 0.911 -8.358 -8.553 0.3026
H -0.987 -6.829 -8.076 0.3410
H -0.820 -5.571 -6.882 0.3093
H -0.425 -7.403 -6.529 0.3899
C -6.870 -8.644 2.092 -0.9484
S -5.166 -7.894 2.060 0.4789
O -4.433 -8.732 0.975 -0.5904
C -5.559 -6.311 1.176 -0.8948
H -7.665 -8.220 2.704 0.3530
H -6.710 -9.675 2.407 0.3171
H -7.186 -8.814 1.062 0.3052
H -4.881 -5.493 1.419 0.3315
H -6.510 -5.895 1.507 0.3274
H -5.653 -6.319 0.090 0.3203
C -6.711 -6.760 -6.660 -0.8605
S -7.301 -8.303 -7.427 0.4824
O -6.120 -9.202 -7.761 -0.6149
C -8.077 -9.149 -5.972 -0.8751
H -5.798 -6.885 -6.077 0.3295
H -7.409 -6.332 -5.941 0.3126
H -6.576 -5.983 -7.413 0.3002
H -7.269 -9.449 -5.305 0.2965
H -8.648 -10.028 -6.271 0.3051
H -8.795 -8.469 -5.515 0.3240
C -9.323 2.208 -6.453 -0.9749
S -11.170 2.111 -6.810 0.4776
O -11.661 0.752 -6.320 -0.5979
C -11.571 3.487 -5.720 -0.8573
H -9.088 1.701 -5.516 0.3389
H -8.873 3.198 -6.529 0.3248
H -8.660 1.538 -7.001 0.3463
H -11.062 4.357 -6.135 0.3228
H -11.157 3.296 -4.730 0.2994
H -12.614 3.738 -5.524 0.3206
C 5.616 -1.030 -4.484 -0.9299
S 7.434 -0.602 -4.733 0.4662
O 7.643 0.491 -3.721 -0.5989
C 8.066 -2.224 -4.182 -0.8385
H 5.353 -1.672 -3.643 0.3172
H 5.303 -1.604 -5.357 0.3536
H 4.974 -0.153 -4.399 0.3187
H 7.534 -2.910 -4.841 0.3441
H 7.792 -2.331 -3.132 0.2522
H 9.153 -2.158 -4.232 0.3162
C -8.074 7.179 -1.345 -0.8355
S -7.429 5.752 -0.366 0.5087
O -8.751 4.974 -0.170 -0.6422
C -6.328 4.829 -1.605 -0.7975
H -8.943 6.919 -1.950 0.2852
H -7.220 7.492 -1.946 0.2688
H -8.366 8.095 -0.831 0.3237
H -5.773 5.544 -2.214 0.3126
H -7.046 4.304 -2.235 0.2677
H -5.766 4.103 -1.019 0.3090
C -0.303 -7.635 5.390 -0.8669
S 0.760 -8.875 4.523 0.4568
O 0.296 -8.993 3.049 -0.5482
C 2.198 -7.793 4.599 -0.9134
H 0.203 -7.083 6.182 0.3188
H -1.063 -8.253 5.868 0.2882
H -0.669 -6.906 4.667 0.2964
H 3.054 -8.384 4.273 0.3131
H 2.401 -7.326 5.562 0.3169
H 2.122 -7.061 3.796 0.3382
C 7.341 -4.230 1.567 0.1980
O 7.932 -5.267 1.793 -0.5903
N 7.760 -3.059 2.227 0.0879
C 7.092 -1.775 1.991 -0.9236
C 8.881 -2.980 3.159 -0.9439
H 6.400 -4.018 1.037 0.3225
H 7.635 -0.912 1.607 0.3091
H 6.726 -1.383 2.940 0.3438
H 6.244 -1.833 1.308 0.2802
H 8.566 -3.101 4.196 0.2726
H 9.613 -3.747 2.906 0.3228
H 9.399 -2.049 2.927 0.3216
C 3.384 -2.689 10.539 0.1146
O 4.478 -3.012 11.072 -0.6200
N 3.126 -2.263 9.326 0.1096
C 3.956 -2.499 8.191 -0.9540
C 2.064 -1.219 9.133 -0.9694
H 2.449 -2.542 11.103 0.3092
H 3.386 -2.742 7.294 0.3446
H 4.624 -3.360 8.218 0.3160
H 4.632 -1.661 8.020 0.3379
H 1.187 -1.544 8.573 0.2924
H 1.624 -0.800 10.037 0.3797
H 2.619 -0.373 8.728 0.3396
O 2.970 7.250 -6.403 -0.5642
C 3.230 6.202 -5.857 0.7773
O 4.470 5.789 -5.503 -0.3120
C 5.681 6.494 -5.934 -0.2300
C 5.860 7.803 -5.083 -1.0875
C 2.169 5.262 -5.337 -1.0268
H 5.579 6.789 -6.978 0.2686
H 6.567 5.863 -5.867 0.3168
H 5.031 8.484 -5.278 0.3068
H 6.605 8.543 -5.376 0.3816
H 5.892 7.638 -4.006 0.2915
H 2.644 4.536 -4.677 0.3128
H 1.819 4.620 -6.145 0.2621
H 1.258 5.637 -4.868 0.3037
O -2.107 8.501 -0.223 -0.5608
C -0.946 8.398 0.103 0.7165
O -0.103 9.166 0.799 -0.2955
C -0.339 10.571 0.856 -0.2147
C 1.029 11.303 0.667 -1.1039
C -0.468 7.035 -0.210 -0.9361
H -0.838 10.914 1.762 0.2873
H -0.900 10.840 -0.039 0.2899
H 0.730 12.340 0.517 0.3418
H 1.690 11.000 -0.145 0.3222
H 1.698 11.195 1.520 0.2957
H -1.117 6.542 -0.934 0.3101
H -0.540 6.547 0.762 0.2361
H 0.563 6.922 -0.544 0.3107
O 8.005 6.653 0.912 -0.6001
C 7.608 5.488 1.105 0.7132
O 8.264 4.362 1.125 -0.2300
C 9.602 4.353 0.964 -0.0693
C 10.173 2.967 0.885 -1.2298
C 6.139 5.182 1.146 -1.0154
H 9.998 4.909 1.813 0.2887
H 9.789 4.676 -0.060 0.2238
H 10.122 2.403 -0.046 0.3275
H 9.822 2.284 1.658 0.3247
H 11.262 3.018 0.922 0.3677
H 5.564 6.059 0.849 0.3245
H 5.881 4.903 2.168 0.2560
H 5.817 4.438 0.418 0.3181
```

Values from the calculation:
E_HOMO	-1.33	eV
molecular weight	1454.89	g mol⁻¹
electronic energy	-231039.79079	eV
LUMO level	0.0886	Eh
HOMO-LUMO gap	3.74	eV
charge	-2


[2]
Entry from the Open Molecules 2025 dataset: a molecular structure, C39H96BaClCuN6O19 at a distorted geometry (ωB97M-V with the def2-TZVPD basis set).

Structure (XYZ):
```
163
Properties=species:S:1:pos:R:3:mulliken_charge:R:1
Ba 4.861 2.285 2.033 2.0219
Cu 1.061 1.446 -0.064 1.1324
Cl 0.607 3.463 2.568 1.3416
O -0.275 2.872 1.558 -0.3594
O 1.895 2.767 2.593 -0.4484
O 0.890 4.875 2.221 -0.8196
O 0.084 3.458 3.901 -0.7509
C 3.533 -0.076 -1.896 -1.0775
C 3.421 1.278 -2.588 1.6870
C 2.419 1.021 -3.778 -0.8519
C 1.868 2.221 -4.532 -1.2268
C 1.355 3.220 -3.428 -1.4983
C 2.293 3.575 -2.314 1.6873
N 2.826 2.317 -1.697 0.2480
O 3.322 2.402 -0.369 0.1759
C 1.404 4.427 -1.302 -0.7694
C 3.390 4.520 -2.832 -1.5825
C 4.810 1.712 -3.089 -1.9442
H 2.574 -0.352 -1.458 -0.6549
H 4.357 -0.058 -1.182 0.3114
H 3.794 -0.906 -2.553 0.6577
H 1.563 0.429 -3.456 -0.3138
H 2.923 0.387 -4.508 0.6384
H 1.128 1.985 -5.296 0.5001
H 2.653 2.677 -5.135 0.4568
H 0.336 2.970 -3.133 0.2195
H 1.175 4.123 -4.010 0.4505
H 2.082 4.892 -0.586 -0.2558
H 0.708 3.766 -0.785 -0.5107
H 0.850 5.254 -1.746 0.4962
H 3.018 5.543 -2.883 0.4840
H 3.814 4.279 -3.807 0.3222
H 4.312 4.603 -2.256 -0.0204
H 4.943 2.193 -4.059 0.2551
H 5.413 0.807 -3.158 0.5793
H 5.331 2.306 -2.339 0.1064
N 2.720 -0.887 1.525 0.4511
O 3.536 -0.095 2.004 -0.7215
O 1.639 -0.562 1.104 -0.3469
O 2.969 -2.067 1.423 -0.6602
C -2.178 2.683 -1.333 -1.0237
C -1.838 1.276 -1.910 0.0814
O -1.127 0.588 -0.901 2.1793
H -1.370 3.270 -0.897 -0.1401
H -2.841 2.625 -0.470 -0.2917
H -2.680 3.235 -2.127 0.6186
H -1.233 1.403 -2.808 0.3548
H -2.721 0.689 -2.160 -0.1045
H -1.838 0.184 -0.398 -0.7420
C -4.006 3.516 2.296 -0.5450
C -5.141 2.898 1.508 -0.0258
O -6.365 3.575 1.832 -0.5940
H -3.092 3.094 1.878 -0.0930
H -4.018 3.429 3.383 0.2808
H -3.975 4.588 2.098 0.4002
H -5.302 1.825 1.610 0.0147
H -4.927 3.021 0.446 0.1951
H -6.276 4.465 1.482 0.3459
C 0.075 -0.414 4.764 -0.8159
C 1.328 -0.437 5.645 0.1743
O 0.930 -0.341 7.011 -0.5497
H -0.521 -1.326 4.750 0.3150
H 0.370 -0.125 3.755 0.1711
H -0.706 0.269 5.098 0.4230
H 1.997 0.403 5.454 -0.3472
H 1.876 -1.372 5.534 0.2555
H 1.579 0.239 7.416 0.3137
C -3.081 -0.127 -5.257 -0.8920
O -1.933 -0.627 -4.634 -0.1849
C -1.752 -2.081 -4.701 -0.2817
C -0.393 -2.451 -4.018 -0.9992
N -0.354 -2.133 -2.591 1.8008
C 0.773 -2.682 -1.822 0.1470
C 0.635 -4.200 -1.581 0.1765
O 1.262 -4.855 -2.681 -0.4024
C 1.417 -6.255 -2.469 -0.7151
H -4.019 -0.593 -4.953 0.2848
H -2.978 -0.080 -6.341 0.3547
H -3.236 0.920 -4.997 0.2422
H -1.713 -2.332 -5.761 0.5692
H -2.616 -2.626 -4.321 -0.0935
H 0.402 -1.900 -4.519 0.2612
H -0.178 -3.502 -4.212 0.4541
H -0.448 -1.172 -2.297 -1.2282
H 0.626 -2.221 -0.845 -0.3226
H 1.715 -2.384 -2.282 -0.0074
H -0.417 -4.466 -1.483 -0.8521
H 1.155 -4.440 -0.653 0.9098
H 1.977 -6.404 -1.545 0.3126
H 1.875 -6.715 -3.345 0.2896
H 0.450 -6.750 -2.380 0.1951
C 3.832 2.842 5.685 -0.7897
O 4.402 3.473 4.508 -0.1373
C 3.987 4.842 4.469 -0.6604
C 4.532 5.614 3.262 -0.8000
N 4.045 4.990 2.015 0.3037
C 4.633 5.598 0.780 0.3418
C 6.070 5.208 0.407 -0.9611
O 6.096 3.812 0.078 0.1629
C 7.280 3.470 -0.631 -1.1953
H 4.248 1.854 5.880 0.2845
H 2.786 2.628 5.464 0.1866
H 3.982 3.449 6.578 0.3693
H 4.138 5.460 5.354 0.4692
H 2.899 4.786 4.436 0.3569
H 5.620 5.559 3.288 0.3606
H 4.194 6.648 3.335 0.3834
H 3.036 4.972 1.976 -0.2228
H 4.568 6.685 0.824 0.4525
H 4.016 5.305 -0.070 -0.7307
H 6.711 5.544 1.223 0.5080
H 6.323 5.801 -0.471 0.5013
H 7.124 3.708 -1.683 0.3580
H 7.424 2.391 -0.688 0.3863
H 8.155 4.016 -0.280 0.2994
C -5.475 -2.616 -2.597 -0.9817
O -4.790 -2.585 -1.373 -0.3673
C -3.420 -2.234 -1.581 0.8762
C -2.882 -2.033 -0.148 -0.4033
N -3.119 -0.705 0.440 -0.4350
C -2.348 -0.510 1.646 0.7476
C -3.061 -1.030 2.850 -1.0499
O -4.397 -0.433 2.845 -0.1699
C -5.308 -0.744 3.874 -0.9092
H -6.384 -3.205 -2.476 0.2891
H -4.870 -3.126 -3.347 0.2918
H -5.728 -1.577 -2.807 0.3342
H -2.732 -3.005 -1.928 -0.5988
H -3.291 -1.410 -2.283 0.1430
H -3.305 -2.802 0.498 0.7232
H -1.806 -2.205 -0.189 -0.7873
H -4.098 -0.685 0.689 0.6706
H -1.373 -0.996 1.632 -0.6006
H -2.187 0.551 1.837 -0.1684
H -3.076 -2.120 2.825 0.2364
H -2.584 -0.677 3.764 0.6347
H -6.114 -0.031 3.702 0.2302
H -4.903 -0.449 4.842 0.3313
H -5.632 -1.783 3.817 0.2823
C -5.168 -5.978 -2.276 -0.6594
O -4.117 -6.578 -1.646 -0.4879
C -3.181 -5.703 -1.015 0.5041
C -2.120 -6.558 -0.265 -0.8213
N -2.609 -7.213 0.953 -0.3734
C -2.990 -6.295 2.071 -0.6429
C -1.896 -5.458 2.688 -0.7640
O -1.384 -4.443 1.886 0.2554
C -0.375 -3.675 2.445 -0.3354
H -4.925 -5.179 -2.976 0.1168
H -5.952 -5.693 -1.574 0.2799
H -5.765 -6.637 -2.907 0.4252
H -3.650 -5.007 -0.320 -0.0074
H -2.728 -5.108 -1.807 0.1298
H -1.170 -6.041 -0.131 0.1063
H -1.894 -7.350 -0.979 0.4121
H -3.345 -7.869 0.732 0.3533
H -3.270 -6.936 2.908 0.4164
H -3.731 -5.549 1.785 0.2595
H -1.097 -6.051 3.134 0.4411
H -2.367 -4.911 3.504 0.3510
H -0.042 -3.058 1.610 -0.4152
H 0.504 -4.241 2.753 0.4435
H -0.724 -2.967 3.197 0.1870
```

Values from the calculation:
E_HOMO	-6.11	eV
molecular weight	1189.55	g mol⁻¹
electronic energy	-147681.73832	eV
LUMO level	-0.0335	Eh
HOMO-LUMO gap	5.20	eV